Record 1
Here is a molecular structure, C5H7NO from OMol25. Energies are from the ωB97M-V functional and the def2-TZVPD basis.

```
14
Properties=species:S:1:pos:R:3:forces:R:3:mulliken_charge:R:1
O 2.10410 -0.68410 -0.89928 -0.3 0.1 0.5 -0.4507
C 1.35053 -0.52234 0.03188 0.2 -0.1 -0.2 -0.1418
C 0.37495 0.61777 0.07226 0.2 0.0 -0.2 0.1215
C -1.10312 0.42225 -0.01850 -0.2 0.1 -0.3 -0.1179
C -1.53694 -0.83161 0.69754 0.1 0.0 0.1 -0.2377
C -0.90050 -0.39597 1.78700 -0.1 -0.2 0.1 -0.5727
N -0.48340 0.90018 1.24224 0.0 0.1 0.2 -0.5233
H 1.43269 0.56509 -2.73701 0.0 0.1 -0.1 -0.2259
H 1.36896 -1.19984 0.90446 0.0 0.0 -0.1 0.3784
H 0.75131 1.52117 -0.40576 -0.1 -0.1 0.1 0.4568
H -1.72193 1.08903 -0.61217 0.1 -0.1 0.1 0.3579
H 1.09280 0.99953 -3.23835 0.0 0.0 0.0 0.2197
H -2.09838 -1.70982 0.40736 0.1 0.1 0.1 0.3571
H -0.63108 -0.77133 2.76833 -0.1 0.1 -0.1 0.3784
```
Positions in Å, forces in eV/Å.

The energy above the lowest of the compared OMol25 structures with the same formula, charge and spin is 462.6 kJ/mol. Its HOMO energy is -9.43 eV. Its LUMO energy is 0.02591 hartree. For the frontier orbital gap, the calculation gives 10.139 eV.

=====

Record 2
Here is C5H7ClN2 in the gas phase from OMol25. Energies are from the ωB97M-V functional and the def2-TZVPD basis.

```
15
Properties=species:S:1:pos:R:3:forces:R:3:mulliken_charge:R:1
Cl 2.00181 -0.96426 -0.31356 0.0 -1.2 -0.5 -0.1776
C 2.00020 0.73628 -0.06793 -1.4 2.0 0.6 -0.3979
C 0.69924 1.30830 0.62504 -1.0 -1.5 -5.6 -0.9081
C -0.57764 0.53139 0.26241 2.7 0.4 2.6 0.6225
C -1.13937 -0.50592 0.98872 1.8 -3.2 5.0 -0.0214
C -2.26810 -0.87494 0.38185 2.7 5.1 -3.8 -0.8249
N -2.35277 -0.00549 -0.75818 -1.6 -1.2 0.9 0.0444
N -1.32389 0.83884 -0.70077 -1.7 1.9 -4.2 -0.7078
H 2.06457 1.35561 -0.95610 0.4 -0.8 -0.6 0.2763
H 2.84312 0.95998 0.55263 0.5 0.2 0.3 0.3284
H 0.54583 2.27094 0.13892 0.2 0.4 0.9 0.3136
H 0.83941 1.23276 1.60104 0.4 0.5 4.4 0.4002
H -0.69971 -1.04284 2.01949 -1.2 1.7 -3.2 0.1629
H -2.98293 -1.50334 0.49386 -4.3 -4.2 1.2 0.6253
H -3.19048 0.11518 -1.44708 2.6 -0.1 1.9 0.2640
```
Positions in Å, forces in eV/Å.

The energy above the lowest of the compared OMol25 structures with the same formula, charge and spin is 205.6 kJ/mol. Its HOMO energy is -9.43 eV. As for the SMILES: ClCCc1cc[nH]n1. Its LUMO energy is 0.03666 hartree. For the frontier orbital gap, the calculation gives 10.429 eV.

=====

Record 3
Here is 2 unconnected molecules or ions with the total composition CH4SSi from OMol25. Energies are from the ωB97M-V functional and the def2-TZVPD basis.

```
7
Properties=species:S:1:pos:R:3:forces:R:3:mulliken_charge:R:1
C 0.21982 -1.07250 -2.06869 1.4 -0.8 2.8 -0.3655
Si 0.29046 0.50492 0.44830 1.8 -1.1 -3.5 0.4535
S 1.00621 -2.44759 -2.26838 0.1 0.8 0.1 -0.1743
H -0.68118 -0.95936 -2.57228 -1.6 0.9 -1.0 0.2790
H 0.93735 1.65420 -0.24996 0.3 -0.3 0.7 -0.0430
H 0.80719 -0.40845 1.43254 0.7 -0.1 0.4 -0.0538
H -1.00017 0.79976 0.74383 -2.7 0.6 0.6 -0.0959
```
Positions in Å, forces in eV/Å.

The energy above the lowest of the compared OMol25 structures with the same formula, charge and spin is 397.8 kJ/mol. Its HOMO energy (alpha / beta) is -7.63 / -7.26 eV. Its LUMO energy (alpha / beta) is -0.02865 / -0.02705 hartree. For the frontier orbital gap (alpha / beta), the calculation gives 6.848 / 6.519 eV.

=====

Record 4
Here is C6H8N2S in the gas phase from OMol25. Energies are from the ωB97M-V functional and the def2-TZVPD basis.

```
17
Properties=species:S:1:pos:R:3:forces:R:3:mulliken_charge:R:1
C -2.62904 -0.18838 0.17622 2.1 -0.7 -0.6 -0.4303
C -1.76569 -1.25065 -0.21778 -2.4 0.1 0.9 -0.3326
C -2.05502 1.02263 0.44578 0.1 1.6 1.3 -0.4262
C -0.40244 -1.06608 -0.28700 -1.5 0.3 -0.3 -0.5203
C -0.67385 1.17587 0.56101 1.3 -0.9 -0.5 -0.1852
C 0.12753 0.13588 0.11122 2.3 0.1 0.9 0.1229
N 2.66376 -1.26635 0.20128 -0.7 0.2 -0.9 -0.5489
N 2.51029 0.88295 -1.02355 1.8 0.1 0.0 -0.4646
S 2.16172 0.16006 0.49105 -1.7 -0.6 -1.2 0.3045
H -3.66161 -0.22041 0.36908 -1.2 -0.7 -0.3 0.4023
H -2.20288 -2.26965 -0.32260 0.5 0.9 -0.3 0.2907
H -2.69462 1.84567 0.78279 0.2 -0.3 -0.2 0.3034
H 0.03604 -1.90572 -0.72152 1.9 -0.9 -0.2 0.4248
H -0.10567 1.95791 1.05912 -0.8 0.5 -0.2 0.3548
H 3.24944 -1.78218 0.81795 0.2 0.3 1.1 0.2230
H 1.91116 1.62056 -1.33418 -0.4 0.5 0.1 0.2466
H 3.53087 1.14790 -1.10886 -1.7 -0.4 0.3 0.2351
```
Positions in Å, forces in eV/Å.

The energy above the lowest of the compared OMol25 structures with the same formula, charge and spin is 273.7 kJ/mol. Its HOMO energy is -8.49 eV. Its LUMO energy is 0.02678 hartree. For the frontier orbital gap, the calculation gives 9.219 eV.

=====

Record 5
Here is C3H8N2S in the gas phase from OMol25. Energies are from the ωB97M-V functional and the def2-TZVPD basis.

```
14
Properties=species:S:1:pos:R:3:forces:R:3:mulliken_charge:R:1
H 1.86732 -2.06713 -1.62983 -1.5 2.3 2.6 0.2014
N 1.26131 -1.29429 -1.03470 5.2 0.6 1.1 -0.5652
C 2.01371 -0.56363 -0.12323 -1.2 -3.6 -2.7 0.0304
N 1.61400 0.66395 0.29056 -3.2 1.4 3.0 -0.3601
S 0.25870 1.21487 -0.67696 2.7 2.6 0.2 -0.0925
C -1.05465 0.18823 -0.46358 -2.5 -1.0 -1.5 -0.4863
C -1.85372 0.40251 0.83992 1.9 1.6 -0.2 -0.7987
H 2.99993 -0.76029 0.33200 -0.3 -0.8 -0.5 0.3335
H 1.40816 0.86849 1.43379 1.2 -1.0 -4.1 0.3211
H -1.62958 0.72431 -1.31073 0.1 -0.9 1.0 0.2460
H -0.79919 -0.80009 -0.91301 -0.6 0.5 1.1 0.4035
H -2.05611 1.58698 0.66682 0.3 -2.8 1.8 0.2333
H -1.28015 -0.01395 1.78386 -1.0 1.5 -1.7 0.2331
H -2.74973 -0.14997 0.80510 -1.3 -0.5 0.0 0.3003
```
Positions in Å, forces in eV/Å.

The energy above the lowest of the compared OMol25 structures with the same formula, charge and spin is 372.9 kJ/mol. Its HOMO energy is -8.49 eV. As for the SMILES: [H]/N=C/NSCC. Its LUMO energy is 0.02594 hartree. For the frontier orbital gap, the calculation gives 9.195 eV.

=====

Record 6
Here is a molecular structure, C24H48Cl2NiO16 from OMol25. Energies are from the ωB97M-V functional and the def2-TZVPD basis.

```
91
Properties=species:S:1:pos:R:3:forces:R:3:mulliken_charge:R:1
Ni -4.50967 21.78455 -10.09075 0.3 0.7 0.2 1.4556
Cl -4.72598 23.24438 -11.95460 -0.1 -0.1 0.4 -0.6424
Cl -4.20410 20.53749 -8.07900 0.0 0.1 -0.2 -0.5807
C -2.39482 17.31454 -10.32319 -0.3 0.9 -2.0 -0.7828
C -3.80871 17.55572 -10.97146 0.7 -2.3 2.4 -0.3209
O -3.90034 18.20312 -12.22288 -0.1 1.8 -0.3 -0.3444
C -4.02109 19.53319 -12.22676 0.4 2.7 -0.4 0.0609
O -3.75509 20.28453 -11.24083 -1.1 -3.3 -3.9 0.0572
O -4.40826 20.05074 -13.51664 1.6 -0.8 4.2 -0.1606
C -4.63314 19.20750 -14.62235 -1.1 -0.2 -1.1 -0.8116
H -1.71110 16.93190 -11.08095 0.0 -0.3 -0.1 0.3622
H -2.43089 16.59770 -9.50286 -0.3 0.3 0.0 0.4245
H -1.97332 18.28361 -10.05607 -0.2 -0.1 0.5 -0.2396
H -4.39553 17.94111 -10.13767 -0.4 1.0 -0.6 0.1940
H -4.26035 16.58370 -11.16967 0.2 -0.1 -0.2 0.5518
H -5.27244 18.35191 -14.40474 0.2 0.0 0.2 0.2688
H -3.78507 18.91236 -15.24022 0.6 -0.1 0.8 0.3034
H -5.20238 19.83460 -15.30851 -0.2 0.1 0.2 0.3018
C -10.68128 19.25612 -15.22631 -0.9 -1.3 0.1 -0.8467
C -9.74034 18.13752 -15.57812 2.1 1.1 -0.9 -0.2339
O -9.25991 17.39535 -14.48414 1.7 -1.1 3.1 -0.3794
C -8.25273 17.86870 -13.63166 -1.5 0.8 -0.3 0.6366
O -7.77222 18.98358 -13.76061 -0.1 -1.9 0.6 -0.4265
O -8.03940 16.94945 -12.62269 -0.6 0.5 -3.2 -0.3746
C -7.38885 17.32974 -11.41243 -0.7 -0.4 -0.3 -0.1350
H -11.10705 19.67167 -16.13962 0.2 0.2 0.0 0.3906
H -10.21475 20.00713 -14.58879 -0.1 -0.1 -0.1 0.0432
H -11.49472 18.72843 -14.72835 -0.3 0.6 0.4 0.2930
H -8.87207 18.60943 -16.03801 0.2 -0.1 -0.4 0.2269
H -10.08624 17.35872 -16.25776 -0.5 0.4 0.0 0.4085
H -8.20544 17.83507 -10.89677 0.9 0.7 0.6 0.2830
H -6.42692 17.80663 -11.60049 -0.4 0.5 0.2 -0.1542
H -7.21980 16.37977 -10.90539 0.1 0.1 0.0 0.2806
C -9.14473 23.35115 -12.54943 -0.5 -1.4 0.9 -1.3467
C -8.45599 21.99843 -12.30470 0.7 0.3 -0.2 0.9645
O -8.64859 21.58288 -10.90223 1.7 0.5 0.2 -0.4136
C -7.64448 21.17493 -10.06134 0.9 -1.3 -3.1 0.3728
O -6.41940 21.02031 -10.28734 -3.0 1.2 0.4 -0.0478
O -8.28539 20.62013 -9.07850 -0.8 1.4 -0.3 -0.3911
C -7.67203 20.35734 -7.86471 0.3 -2.4 1.2 -0.5426
H -10.17418 23.27579 -12.19922 -0.1 0.1 0.2 0.3577
H -9.24795 23.57390 -13.61142 0.6 0.2 0.1 0.3980
H -8.61464 24.07335 -11.92852 -0.1 0.4 -0.5 0.2298
H -7.40635 22.13405 -12.56541 0.2 -0.3 0.5 -0.0288
H -8.82055 21.17147 -12.91408 -0.3 0.1 0.1 -0.3155
H -6.85202 19.64944 -7.98538 0.5 0.5 -0.1 0.2399
H -8.45421 19.73000 -7.43726 0.1 0.4 1.0 0.2952
H -7.37617 21.21079 -7.25462 -0.2 0.1 -0.3 0.1974
C 0.45738 19.61463 -10.20832 0.2 1.4 0.7 -1.1996
C -0.30784 20.48241 -9.12171 -1.4 -2.6 -0.5 0.3882
O -0.24002 21.89308 -9.15328 -0.2 0.6 -0.6 -0.3638
C -1.31799 22.61208 -9.51763 -1.3 1.4 -1.4 0.4668
O -2.45024 22.24109 -9.87465 3.4 0.8 1.2 0.2441
O -0.87301 23.91301 -9.52325 0.0 -2.1 -0.7 -0.4557
C -1.68114 25.07630 -9.73456 -0.6 0.4 0.9 -0.5144
H 0.76651 18.66157 -9.77912 -0.1 0.1 0.3 0.3884
H 1.37586 20.15772 -10.43088 0.1 -0.1 -0.3 0.3777
H -0.05649 19.36165 -11.13570 -0.3 0.5 0.1 0.2338
H 0.01259 20.10034 -8.15246 0.4 0.7 0.1 0.3111
H -1.36836 20.23118 -9.13786 -0.1 -0.1 -0.1 -0.2673
H -1.09319 25.87270 -10.19081 0.6 -0.3 0.4 0.3041
H -1.94462 25.29545 -8.69984 -0.4 0.8 -0.3 0.2852
H -2.56840 25.08292 -10.36767 -0.1 -1.3 0.0 0.1349
C -5.01316 23.81230 -5.00212 1.2 0.3 -1.2 -1.0970
C -3.88930 23.99006 -6.06475 -0.4 0.8 0.1 0.1022
O -4.30647 25.05816 -6.96737 -1.7 -0.8 -2.9 -0.3539
C -5.06722 24.66623 -8.07681 -1.1 -1.6 0.0 0.1034
O -4.96868 23.61026 -8.77885 -0.2 4.2 3.0 -0.2328
O -6.11508 25.59117 -8.20695 2.3 -2.1 0.6 -0.3823
C -7.01588 25.27097 -9.27858 0.4 1.1 -0.4 -0.5939
H -4.57470 23.21354 -4.20379 -0.6 -0.2 0.1 0.3970
H -5.90963 23.40822 -5.47241 0.1 -0.4 0.3 0.1859
H -5.27222 24.81224 -4.65412 0.1 -0.1 0.2 0.3232
H -3.59746 23.12705 -6.66321 -0.3 -0.3 0.3 0.0506
H -3.00968 24.45369 -5.61819 0.1 -0.4 0.2 0.2888
H -7.52020 24.31479 -9.13900 0.3 0.0 -0.2 0.1577
H -6.41061 25.39532 -10.17652 -0.5 -0.8 -0.4 0.3132
H -7.74773 26.07873 -9.28313 0.0 -0.1 0.2 0.3583
C -2.13654 22.40741 -14.74469 1.1 -0.7 -1.0 0.0931
C -1.81179 22.36360 -16.26049 1.6 0.4 0.1 -0.7144
C -0.56385 23.30745 -16.30265 -2.1 -0.8 -0.2 -0.5210
O -0.86565 24.31798 -15.37310 -0.1 0.4 2.0 -0.4618
C -1.82937 23.85516 -14.35725 -1.4 -1.6 -1.8 -0.1549
H -1.35944 21.84585 -14.22616 -0.1 -0.7 -0.1 0.0947
H -3.11007 21.99925 -14.47312 0.0 0.4 0.2 -0.0576
H -2.53898 22.74277 -16.97849 -0.4 -0.2 0.4 0.3310
H -1.39253 21.41547 -16.59719 -0.7 -0.4 0.0 0.3221
H -0.47734 23.78166 -17.28027 0.3 0.0 0.0 0.3270
H 0.27056 22.63633 -16.09902 0.7 0.6 0.4 0.2888
H -2.82944 24.25194 -14.53198 0.4 1.5 0.4 0.3260
H -1.56995 23.79513 -13.30028 0.6 1.1 -0.2 0.0940
```
Positions in Å, forces in eV/Å.

Its HOMO energy (alpha / beta) is -8.66 / -8.60 eV. Its spin multiplicity is 3. Its LUMO energy (alpha / beta) is 0.01941 / 0.01938 hartree. For the frontier orbital gap (alpha / beta), the calculation gives 9.192 / 9.125 eV. The expectation value of S² is 2.0034.

=====

Energy? In order: -324.54828; -764.35417; -727.99844; -741.02085; -626.68125; -4575.77801 Eh.
Max |F|? In order: 0.55; 6.89; 4.10; 2.53; 5.37; 5.20 eV/A.